# 1
C9H21N2O6P | ωB97M-V with the def2-TZVPD basis set

CARTESIAN COORDINATES (ANGSTROEM)
1 C -3.116 -0.788 0.774
2 C -1.726 -0.853 1.414
3 H 3.334 -1.241 0.415
4 H 0.537 -0.507 2.915
5 H 1.052 -2.025 -0.965
6 H -1.005 -2.162 -0.258
7 N 3.892 1.414 0.458
8 C -0.815 0.360 1.386
9 O 1.187 -0.145 -2.658
10 H 0.671 -0.322 -0.787
11 O 0.233 1.717 -1.854
12 H -0.934 -2.879 1.348
13 C -0.830 -1.942 0.795
14 H -1.668 1.253 -1.406
15 N 0.605 -1.445 0.992
16 P -3.564 0.541 -0.367
17 C 1.237 -1.145 -0.347
18 O -4.882 0.254 -0.936
19 H 1.338 0.452 1.667
20 H 4.470 0.733 0.937
21 H 1.846 1.183 0.082
22 O 0.420 1.389 -4.078
23 H 1.108 -2.188 1.471
24 O -3.511 1.906 0.472
25 O -2.395 0.620 -1.451
26 H -0.015 2.245 -3.996
27 C 0.637 0.964 -2.773
28 C 0.501 -0.211 1.864
29 H 3.054 -1.102 -1.313
30 H -2.692 2.407 0.486
31 C 2.702 -0.751 -0.342
32 H -0.642 0.632 0.339
33 H -1.160 1.232 1.941
34 H -3.861 -0.709 1.572
35 H 3.555 2.046 1.171
36 H -1.850 -1.143 2.465
37 C 2.794 0.784 -0.286
38 H -3.331 -1.680 0.177
39 H 2.826 1.110 -1.324

The energy above the lowest of the compared OMol25 structures with the same formula, charge and spin comes out at 117.8 kJ/mol. The electronic energy comes out at -1257.9178 Eh. The calculation puts the HOMO energy at -8.66 eV. As for the total charge: 0. For the largest force on an atom, the calculation gives 0.0243 hartree/bohr.

Atomic charges from the Löwdin analysis, expressed in e, are listed below: C -0.17; C -0.31; H 0.11; H 0.14; H 0.14; H 0.14; N 0.01; C -0.13; O -0.03; H 0.09; O -0.07; H 0.14; C -0.04; H 0.04; N -0.05; P 0.40; C -0.15; O -0.26; H 0.11; H 0.05; H 0.08; O 0.07; H 0.18; O -0.11; O -0.11; H 0.09; C -0.78; C -0.08; H 0.12; H 0.08; C -0.14; H 0.09; H 0.14; H 0.11; H 0.05; H 0.14; C -0.28; H 0.10; H 0.11

# 2
C9H21N3O2P | ωB97M-V with the def2-TZVPD basis set

CARTESIAN COORDINATES (ANGSTROEM)
1 H -2.583 -0.607 -2.666
2 H 3.571 -3.265 -0.525
3 H -4.481 -0.336 -2.869
4 N 0.327 1.650 0.168
5 H -3.649 -0.305 -1.138
6 H -4.097 2.033 -3.165
7 H 3.355 -4.410 0.957
8 H 2.541 0.541 1.785
9 H -0.401 2.004 3.033
10 H 2.925 -1.858 4.254
11 H -1.337 1.353 -3.654
12 N -0.771 1.220 2.416
13 C -0.907 1.561 -0.703
14 O 2.086 -0.096 -0.280
15 H -1.827 1.862 -0.004
16 N 0.673 -0.606 1.595
17 C 2.506 -2.511 3.371
18 C -3.507 0.013 -2.280
19 C 2.953 -3.391 0.481
20 H -1.062 0.440 -1.004
21 H 0.274 -1.170 0.785
22 H 2.787 -3.651 3.573
23 H 1.514 1.396 -1.740
24 H 1.809 -3.617 0.224
25 O -0.895 2.513 -1.825
26 H -3.636 2.190 -1.344
27 C 1.594 1.261 -0.560
28 C 2.136 -0.388 1.161
29 H -1.747 0.833 2.544
30 H -2.022 3.112 -3.539
31 H 2.458 2.010 -0.226
32 P 3.190 -1.902 1.651
33 C 0.049 0.788 1.379
34 C -1.831 2.127 -2.893
35 H 1.323 -2.434 3.395
36 C -3.316 1.641 -2.355

Its SMILES is CCCOCN1CO[C@H](P(C)C)NC1=[NH2+]. The electronic energy comes out at -1011.0951 Eh. The calculation puts the HOMO energy at -11.38 eV. As for the total charge: +1. For the largest force on an atom, the calculation gives 0.0802 hartree/bohr.

Atomic charges from the Löwdin analysis, expressed in e, are listed below: H 0.08; H 0.06; H 0.09; N 0.02; H 0.08; H 0.12; H 0.07; H 0.15; H 0.16; H 0.05; H 0.15; N 0.15; C -0.18; O -0.17; H 0.15; N 0.04; C -0.32; C -0.15; C -0.35; H 0.15; H 0.14; H 0.07; H 0.18; H 0.06; O -0.17; H 0.12; C -0.13; C -0.49; H 0.16; H 0.15; H 0.17; P 0.90; C -0.14; C -0.19; H 0.04; C -0.23

# 3
C9H21N3O3 | ωB97M-V with the def2-TZVPD basis set

CARTESIAN COORDINATES (ANGSTROEM)
1 O 1.289 5.060 1.071
2 C -3.059 -0.762 -1.897
3 H -1.908 -3.006 -3.234
4 H 0.021 0.294 3.077
5 H -3.998 -0.502 -2.386
6 C -3.256 -2.719 -0.447
7 H 4.254 4.216 -1.204
8 H 4.664 2.573 0.679
9 H -0.477 -2.404 -0.178
10 H -0.126 -2.443 3.393
11 H 1.239 3.000 1.242
12 H 3.372 1.598 1.130
13 N -3.050 -2.168 -1.678
14 O -3.311 -3.925 -0.236
15 H 2.944 5.267 -1.051
16 C -0.778 -2.111 2.585
17 N -0.119 -1.214 1.665
18 H -0.982 -3.116 2.217
19 H -2.869 -0.252 -0.953
20 C 1.736 3.924 0.910
21 H -2.182 -0.517 -2.495
22 C 0.292 -1.892 0.400
23 H 0.815 -2.833 0.568
24 H -1.703 -1.641 2.919
25 H 4.116 5.297 0.314
26 C 3.628 4.679 -0.440
27 C 0.348 -0.023 2.075
28 H -3.587 -2.542 -3.694
29 H -3.433 -1.969 0.340
30 H 0.880 -1.360 -0.348
31 O 1.092 0.690 1.376
32 H 3.523 1.924 -0.644
33 N 2.935 3.646 0.317
34 C 3.652 2.320 0.364
35 H -3.008 -4.087 -2.821
36 C -2.956 -3.004 -2.935

The energy above the lowest of the compared OMol25 structures with the same formula, charge and spin comes out at 146.2 kJ/mol. The spin multiplicity is 2. The electronic energy comes out at -745.4257 Eh. The calculation puts the HOMO energy (alpha / beta) at 0.90 / -6.47 eV. As for the total charge: -1. For the largest force on an atom, the calculation gives 0.0450 hartree/bohr.

Atomic charges from the Löwdin analysis, expressed in e, are listed below: O -0.03; C -0.20; H 0.05; H 0.13; H 0.07; C -0.41; H 0.08; H 0.07; H 0.05; H 0.07; H 0.11; H 0.06; N -0.20; O -0.03; H 0.08; C -0.15; N -0.16; H 0.08; H 0.06; C -0.35; H 0.06; C -0.13; H 0.05; H 0.07; H 0.09; C -0.08; C -0.38; H 0.07; H 0.11; H 0.05; O -0.05; H 0.08; N -0.19; C -0.07; H 0.07; C -0.11

# 4
C9H21NO2PS2 | ωB97M-V with the def2-TZVPD basis set

CARTESIAN COORDINATES (ANGSTROEM)
1 H -1.027 -3.408 1.311
2 H 1.019 3.561 -2.609
3 H 0.295 3.584 0.105
4 H -1.948 -2.124 -0.177
5 N -0.737 -1.333 1.310
6 C -0.785 -0.429 2.416
7 O 1.756 -0.531 -2.742
8 H 1.086 -3.400 0.188
9 P 0.074 2.700 -2.053
10 H -0.405 1.252 -3.913
11 C 1.479 0.652 1.048
12 H 2.142 1.482 -0.828
13 H -0.349 0.342 -2.382
14 H 1.779 -2.197 1.298
15 H 1.515 -3.857 1.843
16 H 2.247 -0.380 -1.922
17 C 0.314 2.560 -0.287
18 H -0.357 -2.796 2.807
19 C 0.145 1.122 -2.970
20 H 2.323 2.580 0.505
21 H -2.618 0.732 0.750
22 C -2.425 -0.033 -0.009
23 H -0.569 2.052 0.119
24 H -3.333 -0.156 -0.606
25 C -0.301 -2.697 1.718
26 H 2.458 0.451 1.497
27 C 1.638 1.843 0.078
28 H 1.156 -0.255 0.524
29 H -1.178 3.262 -2.313
30 C -2.038 -1.370 0.611
31 H -2.831 -1.699 1.296
32 S -1.822 -0.497 3.658
33 S 0.326 0.940 2.409
34 O 1.501 0.791 -3.224
35 C 1.100 -3.055 1.227
36 H -1.631 0.310 -0.683

The electronic energy comes out at -1698.0753 Eh. The calculation puts the HOMO energy at -11.49 eV. As for the total charge: +1. For the largest force on an atom, the calculation gives 0.0086 hartree/bohr.

Atomic charges from the Löwdin analysis, expressed in e, are listed below: H 0.12; H 0.06; H 0.11; H 0.12; N -0.24; C -1.14; O 0.02; H 0.08; P 1.11; H 0.12; C -0.46; H 0.08; H 0.10; H 0.06; H 0.08; H 0.09; C -0.35; H 0.10; C -0.32; H 0.12; H 0.08; C -0.08; H 0.05; H 0.09; C -0.23; H 0.08; C -0.26; H 0.05; H 0.05; C -0.26; H 0.11; S 0.75; S 0.94; O -0.18; C -0.07; H 0.03

# 5
C9H21O3P | ωB97M-V with the def2-TZVPD basis set

CARTESIAN COORDINATES (ANGSTROEM)
1 H 0.774 0.666 -4.293
2 H 1.937 1.080 3.194
3 H 1.405 -0.227 4.130
4 O -0.854 -1.375 -0.710
5 C -2.157 -1.166 -1.218
6 O -1.122 1.937 0.772
7 H 1.412 1.434 0.294
8 H 1.497 2.284 -4.040
9 H -0.106 -2.112 3.103
10 C 0.761 -0.433 2.141
11 H -0.431 -2.138 1.395
12 H -2.579 -2.103 -1.135
13 C 2.122 -1.144 1.874
14 H -0.155 2.250 -4.250
15 H 2.256 -2.122 2.184
16 H 3.057 -0.738 2.469
17 C -0.291 -1.448 2.296
18 H 2.448 -1.035 0.828
19 H 1.010 -1.118 -1.304
20 H -1.224 -1.007 2.526
21 P 0.346 0.615 0.626
22 H 1.521 1.134 -1.904
23 H -3.632 0.004 -1.511
24 C 1.030 0.380 3.331
25 H 0.317 1.017 3.739
26 C 0.670 1.727 -3.851
27 H -2.294 0.846 -0.591
28 C 0.556 1.497 -2.315
29 H 0.177 2.470 -1.999
30 C -2.988 -0.009 -0.673
31 C 0.129 -0.414 -1.027
32 H -1.942 -0.918 -2.308
33 H -3.352 -0.264 0.305
34 O -0.299 0.430 -2.078

The energy above the lowest of the compared OMol25 structures with the same formula, charge and spin comes out at 465.9 kJ/mol. Its SMILES is CCOC(OCC)[P@@H](=O)C(C)(C)C. The electronic energy comes out at -922.3821 Eh. The calculation puts the HOMO energy at -8.59 eV. As for the total charge: 0. For the largest force on an atom, the calculation gives 0.1336 hartree/bohr.

Atomic charges from the Löwdin analysis, expressed in e, are listed below: H 0.12; H 0.12; H 0.09; O -0.18; C -0.25; O -0.54; H 0.01; H 0.03; H 0.08; C -0.71; H 0.11; H 0.09; C -0.09; H 0.06; H 0.05; H 0.12; C -0.10; H 0.06; H 0.17; H 0.08; P 1.15; H 0.11; H 0.07; C -0.12; H 0.06; C -0.04; H 0.04; C -0.28; H 0.13; C -0.06; C -0.42; H 0.13; H 0.07; O -0.15

# 6
C9H22HgNO4P | ωB97M-V with the def2-TZVPD basis set

CARTESIAN COORDINATES (ANGSTROEM)
1 H -0.428 -2.543 -0.534
2 H -1.744 0.272 2.032
3 P 0.859 -1.093 1.031
4 H -2.089 1.760 -1.621
5 O -0.356 3.628 -1.119
6 H 0.620 2.212 -3.485
7 H 1.708 -2.418 -1.863
8 H 2.508 -0.413 -0.426
9 Hg 1.593 0.625 -1.286
10 H -0.229 0.765 -3.653
11 H -1.970 5.405 -1.952
12 C 0.437 -3.209 -0.347
13 H 4.077 0.477 2.969
14 H -2.822 -2.485 1.159
15 C 1.366 -3.414 -1.510
16 H 1.037 0.902 2.574
17 O -0.616 -1.463 1.535
18 C 1.936 0.379 2.945
19 H -2.972 4.176 -2.787
20 H 0.869 -3.983 -2.313
21 C -1.252 3.578 -1.910
22 H -3.890 -1.221 1.798
23 H -2.292 1.806 -3.284
24 C -1.502 2.163 -2.549
25 O 1.871 -0.960 2.281
26 H -1.746 -1.134 3.157
27 H 0.030 -4.133 0.090
28 O 1.295 -2.630 0.690
29 H -2.975 -0.939 0.289
30 C -1.799 -0.832 2.098
31 C -0.264 1.381 -2.837
32 C 3.226 1.022 2.549
33 H 1.877 0.199 4.011
34 H 3.329 1.004 1.458
35 H 2.219 -3.994 -1.154
36 N -2.159 4.455 -2.229
37 C -2.953 -1.401 1.282
38 H 3.198 2.054 2.911

The energy above the lowest of the compared OMol25 structures with the same formula, charge and spin comes out at 113.6 kJ/mol. The spin multiplicity is 2. The electronic energy comes out at -1206.4693 Eh. The calculation puts the HOMO energy (alpha / beta) at 0.13 / -3.49 eV. As for the total charge: -1. For the largest force on an atom, the calculation gives 0.1217 hartree/bohr.

Atomic charges from the Löwdin analysis, expressed in e, are listed below: H 0.09; H 0.11; P 0.62; H 0.11; O 0.01; H 0.08; H 0.05; H -0.24; Hg 0.44; H -0.10; H 0.11; C -0.32; H 0.07; H 0.08; C -0.11; H 0.08; O -0.37; C -0.29; H 0.12; H 0.07; C -0.66; H 0.06; H 0.09; C -0.31; O -0.34; H 0.11; H 0.11; O -0.33; H 0.08; C -0.26; C -0.35; C -0.12; H 0.10; H 0.03; H 0.07; N 0.15; C -0.09; H 0.07